ORCA calculation (ωB97M-V/def2-TZVPD) on a cluster of 3 separate species, C32H50F5N3O6P in total.

```
97
C32H50F5N3O6P ωB97M-V/def2-TZVPD
C -4.84768 3.66595 4.66979
C -4.20685 2.71101 5.00273
C -3.37723 1.56715 5.40756
C -2.45153 1.25128 4.25200
N -1.16162 1.56054 4.15449
C -0.38683 2.23659 5.16874
F -1.14861 3.21301 5.69550
F 0.67408 2.79969 4.63737
C 0.04607 1.25583 6.34262
F -0.39167 0.02111 6.08266
F 1.36809 1.21951 6.42357
F -0.45745 1.65021 7.49070
C -0.66925 1.06793 2.90404
P 0.95269 1.10731 2.07491
C 2.29959 0.95185 3.30772
C 3.58473 0.61372 2.51941
C 1.10568 2.73462 1.23632
C 1.02540 4.02181 2.06975
C -1.73941 0.46926 2.31023
C -1.75047 -0.22133 0.98592
C -2.05892 0.80169 -0.16162
C -0.98062 0.75977 -1.24900
C -0.93514 2.02896 -2.14465
N -1.94126 3.01380 -1.81160
C -3.29554 2.94244 -1.98949
C -3.86612 4.09766 -1.52705
C -2.80598 4.92663 -1.04527
C -1.64777 4.22432 -1.24882
N -2.84279 0.60965 3.16015
C -4.20436 0.13392 2.89069
C -4.94610 0.88109 1.75088
C -6.25615 1.53569 2.26676
C -5.30995 -0.10623 0.62001
H -5.33923 4.51232 4.24892
H -4.00796 0.70744 5.62402
H -2.78461 1.81288 6.28317
H 2.08981 0.13729 4.00043
H 2.49426 1.86442 3.87142
H 3.48955 -0.34237 2.00422
H 4.44221 0.56636 3.18558
H 3.75274 1.36556 1.74681
H 2.02077 2.70077 0.64310
H 0.28952 2.75438 0.50712
H 1.04206 4.91241 1.44474
H 0.08795 4.03360 2.62746
H 1.82894 4.05438 2.80511
H -0.78681 -0.68992 0.81860
H -2.54435 -0.96724 1.01360
H -2.15701 1.80057 0.26158
H -3.01690 0.52930 -0.59867
H -0.01337 0.65541 -0.75189
H -1.11431 -0.13257 -1.86098
H -0.98421 1.76743 -3.20163
H 0.02757 2.51562 -1.99645
H -3.76481 2.07889 -2.43258
H -4.91651 4.33544 -1.52578
H -2.89594 5.91503 -0.63003
H -0.64055 4.54478 -1.03325
H -4.77590 0.21043 3.80968
H -4.14974 -0.93003 2.65790
H -4.30803 1.65983 1.33424
H -6.26089 1.60724 3.35364
H -6.39883 2.52377 1.83559
H -7.11975 0.92976 1.99660
H -4.52297 -0.83136 0.41482
H -6.20152 -0.67707 0.88252
H -5.54477 0.42684 -0.30141
C 1.98391 -6.20827 -2.78191
C 0.73398 -5.51316 -2.28733
O 0.98440 -4.13271 -1.96388
C 1.05739 -3.30936 -3.00476
O 0.88021 -3.59524 -4.15907
O 1.35586 -2.08808 -2.54715
C 1.51995 -1.10497 -3.57051
H 2.79281 -6.09998 -2.05860
H 1.78774 -7.26956 -2.93189
H 2.32184 -5.78535 -3.72700
H 0.39379 -5.96224 -1.35625
H -0.07838 -5.57812 -3.01078
H 0.65023 -1.07097 -4.22451
H 2.41543 -1.30429 -4.15659
H 1.62817 -0.14907 -3.06320
C 3.97701 -3.57496 -5.55252
C 4.93468 -4.42636 -6.35682
O 6.23333 -3.82381 -6.45964
C 7.00026 -3.93487 -5.37657
O 6.71272 -4.50765 -4.35701
O 8.15717 -3.32170 -5.62504
C 9.07958 -3.33466 -4.53313
H 3.92492 -2.56691 -5.96852
H 2.97743 -4.00834 -5.56504
H 4.30337 -3.49451 -4.51472
H 4.58480 -4.52214 -7.38275
H 5.02729 -5.42858 -5.93863
H 9.24958 -4.34878 -4.17890
H 8.70876 -2.71340 -3.71908
H 10.00836 -2.91996 -4.91343
```

Charge: +1
Orbital gap in Ha: 0.295
2S+1: 1

Atomic partial charges in e from the Löwdin method, atoms 1 to 2: 0.157, -0.108

ORCA calculation (ωB97M-V/def2-TZVPD) on a structure of composition C32H51BN8PdS.

```
94
C32H51BN8PdS ωB97M-V/def2-TZVPD
Pd 0.08579 -0.59024 1.21691
C -2.92159 -0.92567 2.62715
C -3.72037 -1.01196 1.33319
C -5.03831 -0.23971 1.47625
C -2.98103 -0.49764 0.13112
C -3.46131 -0.37054 -1.16861
C -2.45916 0.22893 -1.90886
C -2.70611 0.66001 -3.34893
C -1.55887 1.17495 -4.21107
C -3.82990 1.70843 -3.35784
N -1.40565 0.42208 -1.07510
N -1.75438 0.00186 0.19006
B 0.03178 1.05399 -1.18607
N 1.24156 0.00137 -1.02571
N 1.90816 0.04358 0.18495
C 2.92807 -0.81505 0.10332
C 2.97424 -1.36147 -1.17048
C 1.89346 -0.83670 -1.85465
C 1.54314 -1.16694 -3.27383
C 0.15189 -1.79450 -3.39212
C 1.79153 0.02880 -4.20267
C 3.83572 -1.05261 1.26939
C 5.20274 -0.41178 1.00338
C 3.24373 -0.54247 2.57687
N 0.15448 2.07989 0.00652
N 0.10679 1.62935 1.30538
C 0.21314 2.66423 2.10739
C 0.32813 3.83728 1.34195
C 0.28872 3.43028 0.02438
C 0.30641 4.33925 -1.17492
C 1.47086 4.07455 -2.13513
C -1.04940 4.33618 -1.88532
C 0.17838 2.48603 3.59594
C -1.06044 3.15833 4.18923
C 1.45393 3.02700 4.24069
H -3.52247 -1.30349 3.45651
H -2.64636 0.11076 2.84432
H -2.01600 -1.52784 2.58273
H -3.95660 -2.06371 1.14455
H -4.83676 0.82036 1.65103
H -5.61513 -0.62310 2.32035
H -5.65453 -0.32076 0.57973
H -4.43049 -0.66673 -1.53829
H -3.09163 -0.23942 -3.83809
H -1.17431 2.12959 -3.86018
H -1.94002 1.32810 -5.22338
H -0.73300 0.47587 -4.27391
H -3.50865 2.61334 -2.83668
H -4.73097 1.34278 -2.86617
H -4.08297 1.97675 -4.38554
H 0.13882 1.60105 -2.23199
H 3.69006 -2.06749 -1.56287
H 2.25968 -1.94070 -3.55811
H -0.62613 -1.16774 -2.95662
H 0.12268 -2.74638 -2.85754
H -0.09055 -1.97376 -4.44211
H 1.26363 0.92008 -3.86781
H 1.46741 -0.20022 -5.22068
H 2.85558 0.27034 -4.22825
H 3.97356 -2.13454 1.35221
H 5.09711 0.67129 0.90365
H 5.64941 -0.79451 0.08428
H 5.89051 -0.61652 1.82684
H 3.12981 0.54372 2.55167
H 3.89154 -0.80755 3.41335
H 2.25941 -0.97478 2.77137
H 0.42434 4.85298 1.69322
H 0.45450 5.33673 -0.75531
H 1.33463 3.14902 -2.69322
H 2.41525 4.00257 -1.59255
H 1.55117 4.89272 -2.85391
H -1.34845 3.32113 -2.13606
H -1.00787 4.92113 -2.80732
H -1.82414 4.75873 -1.24289
H 0.11512 1.41051 3.78268
H -1.04238 4.23323 3.99223
H -1.09963 3.01219 5.27085
H -1.97516 2.75276 3.75312
H 1.55047 4.10000 4.05635
H 2.34134 2.53616 3.83683
H 1.43635 2.86983 5.32120
C 1.75156 -7.34213 0.58971
C 1.02876 -6.28802 1.37469
C 0.67741 -6.46973 2.70277
C 0.04829 -5.41155 3.32820
N -0.23728 -4.27025 2.71018
C 0.11480 -4.19845 1.41942
S -0.34246 -2.76356 0.49388
N 0.74801 -5.15297 0.73259
H 1.82653 -8.27701 1.14312
H 2.75729 -6.99322 0.34890
H 1.23576 -7.51770 -0.35382
H 0.88876 -7.39235 3.22574
H -0.24172 -5.47663 4.37226
```

<S²>: 2.008
Charge: 0
Orbital gap (alpha / beta) in Ha: 0.307 / 0.228
2S+1: 3

Atomic partial charges in e from the Löwdin method, atoms 1 to 2: 0.798, -0.091

ORCA calculation (ωB97M-V/def2-TZVPD) on a structure of composition C32H51Br45ClN2O8P.

```
140
C32H51Br45ClN2O8P ωB97M-V/def2-TZVPD
C -2.06973 -1.25098 4.14652
C -3.20305 -0.52109 3.38808
C -2.75389 0.34939 2.21156
N -1.81194 -0.34922 1.30067
C -2.06696 -0.07010 -0.11365
N -2.13351 1.36428 -0.31451
Cl -0.72688 2.26335 0.11847
C -1.06499 -0.83248 -1.02043
O 0.25058 -0.41124 -0.77452
C -1.21957 -2.38293 -0.91198
P -0.13522 -3.35343 0.15168
O -0.49957 -4.78982 0.12483
O 1.36458 -3.10766 -0.36085
O -0.20154 -2.79861 1.64659
O -1.41485 -0.52177 -2.35881
C -0.68196 0.48532 -3.00908
C -1.62611 1.21623 -3.99442
C -1.70107 2.73150 -3.79311
O -3.08525 3.10193 -3.57720
C -3.27116 4.33414 -3.05626
O -4.22609 5.01678 -3.30557
O 0.41176 -0.13664 -3.64053
C 1.34481 0.83312 -4.12845
C 2.80292 0.44475 -3.81438
C 3.55671 -0.01812 -5.06823
C 3.52974 1.60198 -3.08617
C 4.03260 2.77620 -3.97125
C 5.56442 2.91692 -3.84968
C 3.37563 4.12110 -3.55178
H -2.02772 -0.95709 5.19948
H -1.09143 -1.09003 3.68428
H -2.23217 -2.33544 4.13578
H -3.70507 0.15680 4.09074
H -3.98271 -1.21994 3.05932
H -2.29189 1.27053 2.58735
H -3.64778 0.67046 1.65917
H -1.93557 -1.34493 1.46781
H -3.08306 -0.40935 -0.39106
H -2.37885 1.60608 -1.26853
H 0.31981 -0.14785 0.15798
H -2.24195 -2.65349 -0.62894
H -1.00279 -2.75908 -1.91848
H 1.83112 -3.94223 -0.16530
H 0.00459 -1.85529 1.75904
H -0.29325 1.21825 -2.28559
H -1.36855 0.96200 -5.02617
H -2.63615 0.82317 -3.82892
H -1.11902 3.05927 -2.91906
H -1.34568 3.26508 -4.68117
H -2.48522 4.63821 -2.34163
H 1.13517 1.81131 -3.67417
H 1.21246 0.93514 -5.21702
H 2.77120 -0.39757 -3.11004
H 4.63094 -0.09656 -4.86118
H 3.43529 0.69412 -5.89176
H 3.18989 -0.99329 -5.40297
H 2.84783 2.01220 -2.33130
H 4.37767 1.17478 -2.53660
H 3.76594 2.63100 -5.02230
H 5.97134 3.50514 -4.67220
H 5.77780 3.46107 -2.92173
H 6.06113 1.94200 -3.82882
H 4.09311 4.94561 -3.65225
H 3.04628 4.10467 -2.50818
H 2.52942 4.38133 -4.20033
C -6.22509 5.36671 1.05308
Br -7.39866 6.83470 1.45380
Br -4.42076 5.72332 1.63141
Br -6.87954 3.71522 1.78534
H -6.19382 5.26145 -0.02248
C 3.40419 -0.23954 6.19503
Br 3.51429 -2.15725 6.23251
Br 4.31136 0.49978 4.66919
Br 1.57955 0.36303 6.30233
H 3.91221 0.13001 7.07523
C -1.47247 7.04690 2.97936
Br -0.60577 6.99191 4.69666
Br -1.20811 8.74381 2.11285
Br -0.94478 5.56183 1.87871
H -2.53310 6.92961 3.14997
C -8.89342 1.65827 5.05585
Br -8.00556 0.75067 3.60710
Br -7.96428 3.26052 5.56695
Br -10.74111 1.99776 4.65131
H -8.86561 0.99139 5.90669
C 7.71732 5.09460 -7.09230
Br 5.79157 4.97006 -7.08306
Br 8.29706 6.92554 -7.17192
Br 8.52720 4.16604 -5.61419
H 8.05579 4.61181 -7.99810
C -5.85323 -1.86728 -3.41299
Br -4.94105 -0.73295 -2.14975
Br -7.51246 -1.09224 -3.99193
Br -4.70773 -2.29963 -4.89474
H -6.08506 -2.79119 -2.90197
C 9.29739 3.29521 -1.37272
Br 8.14962 1.76333 -1.19412
Br 10.70390 2.98122 -2.64968
Br 8.31138 4.89411 -1.78661
H 9.76873 3.45127 -0.41276
C -2.16008 -8.01058 1.02843
Br -3.25852 -8.38806 2.56446
Br -0.50018 -8.97313 1.09252
Br -3.10598 -8.35800 -0.61182
H -1.91945 -6.95443 1.04896
C -0.81026 2.36618 8.78733
Br -2.20995 1.30074 8.01987
Br -0.35767 3.83473 7.63417
Br -1.24285 2.95286 10.57166
H 0.06965 1.73885 8.86046
C 1.35337 0.29655 11.40543
Br 2.24757 -0.34505 12.97961
Br 2.57656 1.15003 10.18782
Br 0.35663 -1.08719 10.51873
H 0.64301 1.05083 11.71667
C 2.23270 -4.21047 -3.55324
Br 2.42959 -6.01296 -4.20106
Br 3.94106 -3.41010 -3.17189
Br 1.18216 -3.12958 -4.73987
H 1.69072 -4.25729 -2.62115
C 1.10257 -11.10865 -2.52943
Br 0.62214 -9.29170 -2.92952
Br 2.56091 -11.19800 -1.27588
Br -0.40759 -12.13497 -1.93024
H 1.44318 -11.55587 -3.45190
C -4.60311 -1.94295 6.22063
Br -5.26387 -0.17832 5.83495
Br -2.77415 -2.14282 5.65623
Br -4.82133 -2.38846 8.07865
H -5.19620 -2.64243 5.64832
C -0.60903 -13.44004 -6.32083
Br -1.95975 -12.43024 -5.39903
Br -0.19119 -12.66890 -8.03119
Br 0.97917 -13.67922 -5.25464
H -1.01372 -14.42571 -6.50232
C 3.44503 6.97023 2.06656
Br 3.27227 5.29741 3.00257
Br 2.37142 6.99636 0.47245
Br 3.04502 8.46444 3.20803
H 4.47765 7.06689 1.76270
```

Charge: 0
Orbital gap in Ha: 0.249
Energy above the lowest of the compared OMol25 structures with the same formula, charge and spin in kcal/mol: 192.1
2S+1: 1

Atomic partial charges in e from the Löwdin method, atoms 1 to 2: -0.535, -0.231

ORCA calculation (ωB97M-V/def2-TZVPD) on a structure of composition C32H52ClLuO3PS.

```
91
C32H52ClLuO3PS ωB97M-V/def2-TZVPD
Lu 0.25443 0.93910 1.50459
Cl 2.50250 0.54641 2.25008
P 0.90668 0.42860 -1.20443
C -2.80125 -2.44483 -0.54770
H -2.77996 -2.65260 -1.63802
H -3.77399 -1.96325 -0.33009
C 2.60642 0.79665 -1.92075
C -0.00131 2.10634 -0.99632
C 2.64394 0.91438 -3.44833
H 2.87330 1.77893 -1.48822
C 4.04847 1.30851 -3.92289
H 2.36083 -0.04967 -3.89818
H 1.91380 1.65424 -3.80795
C 5.13608 0.35972 -3.40506
H 4.06262 1.33506 -5.01918
H 4.25988 2.32806 -3.57231
C 5.04645 0.09980 -1.89566
H 5.05855 -0.59668 -3.93860
H 6.12127 0.77454 -3.64595
C 3.62585 -0.24298 -1.42164
H 5.72768 -0.71280 -1.61849
H 5.38290 0.99694 -1.35847
H 3.34378 -1.24105 -1.79223
H 3.59987 -0.28936 -0.32394
C 0.04445 -0.62449 -2.33291
C -1.51382 1.93063 -0.74964
H 0.46489 2.55941 -0.07711
C -2.14657 3.28662 -0.41298
H -1.98690 1.52969 -1.65467
H -1.76456 1.18774 0.03882
C -1.84038 4.36131 -1.46128
H -3.23183 3.16115 -0.30796
H -1.77445 3.59828 0.57132
C -0.35835 4.44441 -1.84244
H -2.43177 4.15433 -2.36324
H -2.17330 5.33752 -1.08971
C 0.27315 3.07887 -2.14299
H -0.23403 5.09722 -2.71479
H 0.19814 4.90700 -1.01612
H -0.13496 2.67429 -3.08191
H 1.35354 3.20365 -2.29252
C 0.62841 -1.99345 -2.51883
H -1.31471 -1.18496 -1.06087
C -0.28041 -2.96248 -3.30059
H 1.59649 -1.91847 -3.05431
H 0.87203 -2.44147 -1.54012
C -0.87265 -2.31827 -4.55222
H 0.30175 -3.85298 -3.57231
H -1.07752 -3.30525 -2.62638
C -1.60070 -1.01593 -4.22206
H -0.06473 -2.11505 -5.26755
H -1.56341 -3.01715 -5.03774
C -0.69518 -0.01591 -3.47321
H -1.97133 -0.54027 -5.13951
H -2.48098 -1.22434 -3.59578
H 0.02878 0.41875 -4.19083
H -1.31377 0.83112 -3.14477
C -0.93852 -4.27136 -0.03308
C -2.63371 -3.60808 0.19641
H -0.73444 -4.69315 -1.02188
C -2.84640 -3.52905 1.70688
H -3.23944 -4.42911 -0.20096
C -1.65432 -2.90117 2.42321
H -3.74274 -2.93770 1.93260
H -3.01028 -4.54572 2.08890
C -0.39480 -3.73416 2.35034
H -1.48358 -1.93155 1.94624
H -1.90563 -2.71033 3.47301
C 0.09125 -3.91033 0.88414
H 0.39812 -3.24681 2.92967
H -0.58076 -4.73186 2.77144
H 0.56769 -2.96457 0.54466
H 0.90529 -4.65579 0.86402
C 0.22818 1.69043 8.69419
C -0.36631 1.65824 7.31793
C -1.21842 0.61394 6.93842
C -1.74413 0.55601 5.64927
C -1.43519 1.56840 4.73581
C -0.59943 2.61924 5.10362
C -0.05913 2.65083 6.38527
S -2.00571 1.42651 3.02870
O -1.04233 2.46784 2.35464
O -1.37500 0.05288 2.61969
O -1.81020 -1.42070 -0.23522
H -0.50219 1.36372 9.44093
H 1.09566 1.02276 8.76886
H 0.56262 2.70128 8.94363
H -1.46359 -0.16317 7.66458
H -2.38666 -0.27292 5.35162
H -0.34342 3.39579 4.38476
H 0.61339 3.46407 6.66468
```

Charge: -1
Orbital gap (alpha / beta) in Ha: 0.197 / 0.119
Energy above the lowest of the compared OMol25 structures with the same formula, charge and spin in kcal/mol: 78.3
2S+1: 1

Atomic partial charges in e from the Löwdin method, atoms 1 to 2: 0.997, -0.229

| no. | F_max (Eh/bohr) |
| --- | --- |
| 1 | 0.025 |
| 2 | 0.021 |
| 3 | 0.352 |
| 4 | 0.137 |